Molecular formula: C29H23BrCuN8O3S2
Method: DFT, ωB97M-V/def2-TZVPD

Each line ends with the Löwdin charge.
CARTESIAN COORDINATES (ANGSTROEM)
C1 2.754 4.197 1.207  -0.19
H1 -1.836 6.261 -3.020  0.11
S1 2.846 1.321 4.277  1.06
O1 0.320 3.248 0.793  -0.25
N1 3.474 4.866 -2.183  0.12
C2 0.509 -6.638 -0.260  -0.13
S2 -2.625 3.610 -0.600  0.92
C3 5.635 -0.245 1.782  -0.10
C4 -0.855 -6.435 -0.100  -0.05
N2 1.685 1.049 1.974  0.06
H2 -0.913 5.290 -0.631  0.06
H3 -1.326 -3.972 -2.360  0.12
C5 2.886 4.520 -1.256  -0.21
C6 -3.134 -0.791 -1.471  -0.01
C7 -1.970 -0.404 -0.780  -0.36
H4 5.718 0.317 3.858  0.10
H5 -2.068 2.468 -2.592  0.08
H6 5.283 -0.689 -0.289  0.10
C8 2.154 4.084 -0.096  -0.31
C9 3.530 0.105 0.638  -0.01
N3 3.240 4.287 2.247  0.16
H7 0.328 2.549 4.453  0.09
H8 -3.900 4.907 -2.993  0.11
H9 -1.961 -4.394 1.636  0.11
C10 -1.882 5.201 -1.119  -0.31
N4 0.930 3.614 -0.275  -0.04
C11 -0.019 -1.659 1.978  -0.12
H10 -0.089 -3.558 3.001  0.10
H11 6.668 -0.566 1.749  0.10
H12 -4.501 -2.379 -1.922  0.11
O2 -3.975 3.972 -0.024  -0.57
N5 -2.956 -5.416 -0.726  0.05
H13 -3.828 2.535 -2.313  0.09
C12 4.850 -0.312 0.629  -0.09
H14 0.771 -1.244 2.595  0.10
C13 5.107 0.242 2.967  -0.10
N6 -3.594 -4.337 -0.770  0.05
C14 -2.906 3.116 -2.323  -0.33
C15 -1.517 -3.434 1.418  -0.01
C16 1.493 1.485 3.175  -0.70
H15 2.917 0.083 -0.254  0.11
N7 0.317 2.013 3.603  0.13
Cu1 -0.031 1.244 0.489  0.35
C17 -3.051 -3.056 -0.554  -0.27
H16 -1.416 -7.018 0.620  0.11
C18 3.780 0.648 2.974  -0.48
C19 -3.645 -2.071 -1.332  -0.04
O3 -1.356 0.681 -0.975  -0.10
C20 -2.005 -2.657 0.344  -0.11
C21 -0.503 -2.958 2.200  -0.04
H17 -3.589 -0.082 -2.151  0.10
H18 -2.864 4.177 -4.223  0.11
H19 -0.840 4.807 -2.966  0.11
C22 -2.953 4.388 -3.156  -0.24
C23 -1.489 -1.352 0.240  -0.12
C24 2.988 0.588 1.824  -0.31
H20 1.028 -7.381 0.330  0.10
C25 -0.813 -4.723 -1.774  -0.02
H21 -0.277 2.368 2.866  0.08
C26 0.545 -4.931 -1.958  -0.12
C27 -1.524 -5.465 -0.832  -0.30
Br1 3.061 -6.153 -1.420  0.70
H22 -2.575 5.939 -0.715  0.09
C28 -1.790 5.238 -2.643  -0.24
C29 1.198 -5.883 -1.191  -0.70
H23 1.093 -4.349 -2.686  0.10
N8 -0.532 -0.867 1.066  0.10

The value obtained for the molar mass is 739.140 g mol⁻¹. As for the net charge: -1. As for the largest force on an atom: 0.70 eV Å⁻¹. The relative energy (zero: lowest compared OMol25 entry of this formula, charge and spin) is 81.4 kJ/mol.

***

Molecular formula: C29H23F6NNaO6S6
Method: DFT, ωB97M-V/def2-TZVPD

Each line ends with the Löwdin charge.
CARTESIAN COORDINATES (ANGSTROEM)
H1 -1.684 -1.717 2.501  0.12
C1 7.147 -0.177 -2.060  -0.20
C2 -3.371 -1.254 1.253  -0.27
C3 3.428 -2.241 -0.484  -0.44
C4 1.442 0.527 -4.044  -0.43
H2 -2.625 -0.642 4.502  0.11
H3 -4.530 -0.673 -3.038  0.11
H4 -1.106 0.159 -2.524  0.09
C5 -4.048 2.534 -0.943  -0.06
C6 -2.971 1.690 -1.172  -0.02
C7 1.877 -1.413 -2.838  -0.14
F1 1.682 2.055 5.201  0.14
H5 -2.486 -2.951 0.285  0.09
C8 -3.197 -0.651 3.581  -0.07
C9 -5.137 0.000 2.321  -0.08
F2 -0.438 4.524 2.648  0.14
O1 -0.651 1.473 3.547  -0.26
Na1 1.199 0.301 0.442  0.13
H6 -6.095 0.505 2.258  0.10
H7 5.350 -0.756 -3.252  0.11
S1 4.310 -3.499 -1.269  1.03
H8 -1.995 1.916 -0.754  0.10
S2 0.954 3.041 0.986  0.62
F3 1.286 -0.080 5.181  0.13
S3 2.591 1.025 -2.878  1.08
H9 -2.193 -1.206 -2.836  0.10
F4 -0.740 4.939 0.536  0.12
C10 -5.469 1.087 -2.239  -0.10
O2 0.744 -0.196 2.387  -0.30
S4 0.628 1.100 3.015  0.62
F5 -1.650 3.191 1.428  0.14
C11 -2.670 -1.264 2.454  -0.04
C12 -3.141 0.521 -1.915  -0.27
O3 -0.871 -0.026 0.240  -0.51
S5 -1.281 -1.157 -0.648  1.01
C13 -0.573 3.970 1.447  -0.67
C14 2.749 -4.191 0.612  -0.19
C15 5.020 -0.442 -1.148  -0.49
F6 2.987 0.717 4.085  0.16
O4 0.515 2.178 -0.084  -0.30
H10 -3.906 3.428 -0.344  0.11
H11 1.046 1.232 -4.765  0.06
H12 -3.537 -1.986 -0.767  0.08
C16 3.535 -0.739 -0.884  -0.65
C17 -4.603 -0.609 1.193  -0.04
H13 -5.142 -0.570 0.255  0.10
C18 2.716 -0.551 -2.192  -0.43
H14 2.065 -2.139 1.167  0.10
H15 -6.439 0.851 -2.663  0.10
C19 1.735 0.950 4.460  -0.69
S6 5.978 0.029 0.194  1.07
C20 5.767 -0.496 -2.285  -0.15
H16 -4.843 0.461 4.401  0.10
C21 -4.435 -0.023 3.520  -0.09
H17 3.891 -5.762 -0.431  0.05
O5 1.884 4.086 0.693  -0.25
C22 2.652 -2.766 0.506  -0.11
C23 3.610 -4.724 -0.295  -0.44
H18 -6.133 2.909 -1.314  0.10
C24 -4.395 0.229 -2.447  -0.07
C25 -5.298 2.238 -1.479  -0.09
C26 -1.974 -0.388 -2.146  -0.27
H19 0.439 -1.322 -4.542  0.09
H20 8.342 0.412 -0.309  0.05
H21 2.214 -4.782 1.350  0.09
C27 7.400 0.119 -0.756  -0.44
H22 7.901 -0.157 -2.838  0.09
C28 1.145 -0.796 -3.908  -0.22
C29 -2.809 -1.939 0.040  -0.25
O6 3.025 0.066 0.078  -0.25
N1 1.400 2.273 2.290  -0.26
H23 1.785 -2.456 -2.566  0.10

The value obtained for the molar mass is 810.884 g mol⁻¹. As for the net charge: -1. As for the largest force on an atom: 2.94 eV Å⁻¹. The relative energy (zero: lowest compared OMol25 entry of this formula, charge and spin) is 84.8 kJ/mol.

***

Molecular formula: C29H23N3O5PPtS3
Method: DFT, ωB97M-V/def2-TZVPD

Each line ends with the Löwdin charge.
CARTESIAN COORDINATES (ANGSTROEM)
S1 0.009 -0.118 5.184  0.91
H1 -3.087 6.305 -0.212  0.10
H2 6.511 0.154 -0.207  0.09
H3 2.493 2.399 -4.272  0.10
C1 2.876 4.171 -3.122  -0.09
C2 -4.079 4.585 -1.027  -0.08
H4 -5.010 5.108 -1.207  0.10
O1 -3.770 0.549 -2.450  -0.30
C3 4.525 0.033 0.589  -0.03
C4 -0.552 -0.051 3.493  -0.90
C5 -3.004 5.256 -0.466  -0.08
O2 -1.400 1.062 -2.645  -0.35
C6 0.320 3.040 1.496  -0.35
H5 3.569 4.587 -3.843  0.10
P1 -0.116 2.355 -0.135  1.00
C7 6.492 0.062 1.948  -0.10
C8 1.707 4.330 -1.028  -0.09
C9 -0.289 3.728 3.724  -0.08
H6 -1.701 3.351 2.163  0.10
H7 2.657 -0.170 3.860  0.03
H8 -1.646 -0.395 6.883  0.07
C10 -3.957 3.248 -1.377  -0.05
C11 -0.654 3.378 2.433  -0.10
H9 -1.785 -1.640 5.621  0.07
C12 -2.760 2.585 -1.153  -0.25
C13 2.231 -0.079 1.549  -0.44
H10 7.571 0.102 2.043  0.09
H11 0.915 1.449 -2.616  0.08
C14 2.024 3.396 3.171  -0.07
H12 -2.596 1.298 5.354  0.07
S2 -2.306 0.089 3.296  0.91
O3 3.618 -0.142 4.132  0.03
C15 4.320 -0.076 2.990  -0.28
O4 -2.265 0.128 -0.541  -0.49
C16 1.390 2.406 -2.439  -0.08
C17 2.274 2.945 -3.364  -0.07
H13 -0.991 5.101 0.243  0.10
H14 -4.765 2.705 -1.847  0.11
C18 1.101 3.101 -1.268  -0.32
H15 -1.055 3.985 4.446  0.10
C19 3.716 -0.053 1.721  -0.07
H16 3.071 5.814 -1.752  0.10
C20 1.048 3.734 4.097  -0.09
C21 2.595 4.863 -1.951  -0.09
C22 -1.623 -0.579 5.808  -0.55
H17 4.036 0.051 -0.375  0.11
C23 1.661 3.051 1.878  -0.10
H18 -3.665 -0.122 5.235  0.07
H19 6.157 -0.045 4.072  0.11
N1 -0.124 -3.127 -0.338  -0.06
C24 -0.154 -1.975 -0.265  -0.47
H20 3.068 3.377 3.456  0.11
C25 5.715 -0.020 3.084  -0.03
C26 -2.654 0.248 5.063  -0.55
C27 -1.818 4.577 -0.222  -0.09
H21 1.328 3.981 5.113  0.10
C28 -1.684 3.232 -0.542  -0.29
O5 1.821 0.018 0.338  -0.23
Pt1 -0.166 0.017 -0.135  0.93
N2 0.184 -0.039 2.476  -0.10
S3 -2.554 0.929 -1.784  0.46
H22 1.502 4.872 -0.112  0.10
N3 1.546 -0.138 2.669  0.03
C29 5.903 0.091 0.686  -0.10
H23 2.429 2.772 1.165  0.11

The value obtained for the molar mass is 815.772 g mol⁻¹. As for the net charge: -1. As for the largest force on an atom: 0.84 eV Å⁻¹. The relative energy (zero: lowest compared OMol25 entry of this formula, charge and spin) is 43.7 kJ/mol.